Below is a 2-piece molecular cluster, C5H8O3 overall at a distorted geometry, with properties calculated with ωB97M-V/def2-TZVPD.

Output
HOMO level ... -7.9 eV
Energy above the lowest of the compared OMol25 structures with the same formula, charge and spin ... 4.402 eV
LUMO energy ... 0.765 eV
Spin multiplicity ... 1

The geometry in XYZ format:
```
16
Properties=species:S:1:pos:R:3:forces:R:3:lowdin_charge:R:1
C -0.176 -0.302 0.125 4.127 2.166 1.432 -0.123
C 1.892 0.402 0.197 -3.748 0.275 -0.991 -0.219
C -1.203 0.542 0.156 -0.251 -0.400 -1.000 -0.395
C 2.797 -0.740 -0.056 -3.111 -0.595 -2.310 -0.020
C -2.689 0.230 -0.061 -0.026 4.770 -0.148 -0.015
O -0.991 1.867 0.098 0.061 2.589 -0.379 0.006
O -0.151 -1.637 0.340 0.634 0.173 -0.102 0.012
O 2.083 1.565 0.277 0.085 -0.593 0.155 0.103
H 3.601 -0.482 -0.673 1.306 0.697 -0.747 0.071
H 3.102 -1.014 0.878 1.009 -1.406 2.451 0.061
H 2.175 -1.528 -0.596 0.933 0.743 1.114 0.113
H -3.429 0.794 0.615 1.538 -0.599 -0.510 0.110
H -2.854 -0.740 0.117 -0.926 -3.823 0.134 0.010
H -3.008 0.618 -1.080 0.578 -0.944 0.960 0.108
H -0.979 -1.818 -0.050 -1.730 -1.830 -0.620 0.064
H -0.171 2.243 -0.288 -0.479 -1.224 0.562 0.114
```
Positions in Å, forces in eV/Å.

---

Below is C49H39AsN3NiO2SSe as an isolated structure at a distorted geometry, with properties calculated with ωB97M-V/def2-TZVPD.

Output
HOMO level (spin up / spin down) ... -9.3 / -9.2 eV
Net charge ... +1
LUMO energy (spin up / spin down) ... -4.173 / -4.177 eV
Spin multiplicity ... 3

The geometry in XYZ format:
```
97
Properties=species:S:1:pos:R:3:forces:R:3:lowdin_charge:R:1
Ni -0.618 0.061 -0.394 -0.600 -0.582 0.588 0.106
O 6.633 -0.743 0.343 0.221 -0.066 0.195 0.134
C 6.274 -0.061 -0.757 0.144 0.106 -0.156 -0.479
O 7.095 0.414 -1.489 -0.159 -0.155 0.216 0.143
C 4.806 0.060 -1.015 -0.543 0.132 -0.054 -0.110
C 3.838 -0.116 -0.026 0.405 0.018 -0.196 -0.005
C 2.502 -0.006 -0.342 -0.642 -0.060 -0.253 -0.032
C 2.086 0.271 -1.652 1.727 0.063 0.344 -0.266
C 3.064 0.525 -2.625 -0.401 -0.051 0.194 0.017
C 4.398 0.410 -2.304 0.251 -0.140 0.160 0.017
N 0.728 0.340 -1.870 -1.290 -0.562 -1.897 0.005
C 0.177 0.163 -3.028 1.426 0.131 0.881 -0.032
C -1.255 0.270 -3.150 -1.480 -0.031 -0.270 -0.250
C -1.904 0.288 -4.389 0.591 -0.035 0.443 0.010
C -3.283 0.339 -4.424 -0.337 -0.014 0.319 -0.025
C -3.984 0.361 -3.226 0.262 0.018 -0.367 -0.007
C -3.272 0.347 -2.037 -0.226 -0.083 0.372 -0.107
N -1.950 0.301 -1.990 0.645 0.096 -0.399 0.059
H 5.884 -1.134 0.812 0.071 0.076 -0.205 0.101
H 4.113 -0.309 1.003 -0.033 -0.043 0.046 0.121
H 1.739 -0.179 0.413 0.239 -0.005 0.004 0.073
H 2.777 0.843 -3.616 -0.023 0.005 -0.123 0.117
H 5.163 0.582 -3.047 0.032 0.065 -0.041 0.131
H 0.747 -0.137 -3.905 0.103 0.282 -0.074 0.145
H -1.331 0.262 -5.302 0.113 -0.010 -0.070 0.124
H -3.805 0.348 -5.369 -0.047 0.013 -0.068 0.121
H -5.061 0.377 -3.207 -0.127 0.029 0.024 0.119
H -3.791 0.347 -1.083 0.098 0.001 0.007 0.093
C 1.264 5.595 -2.834 -0.004 0.031 -0.012 -0.077
C -0.066 5.206 -2.811 -0.071 0.001 -0.117 -0.077
C -0.488 4.230 -1.925 -0.072 -0.202 0.097 -0.110
C 0.416 3.656 -1.040 0.025 -0.088 0.010 -0.351
C 1.754 4.027 -1.083 -0.033 -0.186 0.130 -0.103
C 2.174 4.997 -1.977 0.078 0.024 -0.059 -0.074
As -0.233 2.355 0.255 -0.241 1.266 0.645 1.358
C 0.672 2.928 1.874 -0.004 -0.110 0.134 -0.291
C 1.974 2.649 2.253 -0.017 -0.048 -0.209 -0.111
C 2.439 3.077 3.486 0.063 -0.018 0.015 -0.073
C 1.601 3.788 4.330 -0.017 0.017 0.037 -0.059
C 0.300 4.072 3.957 -0.125 -0.013 -0.114 -0.005
C -0.189 3.633 2.732 0.469 -0.217 -0.121 -0.175
C -1.552 3.816 2.229 -0.304 -0.071 -0.498 -0.179
C -2.599 4.443 2.895 0.111 -0.072 -0.016 -0.007
C -3.846 4.526 2.302 -0.030 0.040 0.005 -0.062
C -4.069 3.986 1.046 -0.017 -0.027 -0.093 -0.071
C -3.041 3.340 0.378 0.134 -0.079 -0.106 -0.117
C -1.786 3.270 0.956 -0.110 0.006 0.168 -0.316
H 1.588 6.367 -3.516 0.028 0.032 -0.039 0.108
H -0.780 5.665 -3.478 -0.041 0.056 -0.069 0.107
H -1.527 3.919 -1.899 -0.002 0.155 -0.042 0.089
H 2.463 3.565 -0.405 0.034 0.095 -0.001 0.094
H 3.211 5.297 -1.998 0.102 0.021 0.010 0.108
H 2.628 2.095 1.587 0.021 -0.006 0.052 0.087
H 3.448 2.851 3.794 0.120 0.003 0.004 0.107
H 1.963 4.119 5.292 0.042 0.035 0.071 0.110
H -0.339 4.632 4.622 -0.069 0.039 0.104 0.111
H -2.453 4.859 3.879 0.057 0.047 0.116 0.111
H -4.656 5.010 2.825 -0.064 0.061 0.055 0.109
H -5.045 4.061 0.593 -0.120 -0.022 -0.038 0.106
H -3.224 2.878 -0.587 -0.037 0.063 0.021 0.085
Se -2.260 -0.258 1.328 -0.766 0.259 0.277 0.695
C -1.152 -0.824 2.764 -0.070 -0.011 -0.175 -0.637
C 0.162 -0.375 2.850 -0.039 -0.080 -0.117 -0.155
C 0.958 -0.743 3.916 0.062 -0.005 0.104 -0.080
C 0.448 -1.559 4.915 0.045 -0.078 0.054 -0.090
C -0.854 -2.028 4.822 0.130 0.020 0.165 -0.098
C -1.656 -1.668 3.754 0.031 0.190 -0.252 -0.157
H 0.549 0.285 2.078 -0.023 -0.090 0.241 0.029
H 1.972 -0.376 3.980 0.117 0.054 0.033 0.100
H 1.062 -1.819 5.764 0.039 -0.066 0.046 0.101
H -1.246 -2.673 5.595 -0.066 -0.056 0.091 0.106
H -2.673 -2.026 3.674 -0.066 -0.012 0.046 0.101
N -0.122 -1.925 -0.295 0.136 0.464 -0.416 -0.367
S -1.186 -3.051 0.074 0.504 -1.081 -0.114 1.027
C -1.717 -3.867 -1.458 0.022 0.326 0.270 -0.385
C -1.470 -3.287 -2.688 0.086 0.119 0.142 -0.085
C -1.948 -3.898 -3.836 -0.071 -0.071 -0.042 -0.068
C -2.668 -5.078 -3.744 0.019 0.049 -0.087 -0.066
C -2.924 -5.643 -2.503 -0.021 -0.003 0.062 -0.056
C -2.455 -5.034 -1.353 -0.064 -0.005 0.000 -0.079
C -0.226 -4.432 0.758 -0.380 0.358 -0.063 -0.368
C -0.279 -4.572 2.134 -0.127 0.135 -0.019 -0.070
C 0.438 -5.584 2.746 0.087 -0.064 -0.011 -0.054
C 1.204 -6.446 1.979 -0.032 0.027 0.054 -0.062
C 1.250 -6.300 0.601 0.027 0.059 -0.156 -0.062
C 0.530 -5.293 -0.021 0.077 0.004 -0.100 -0.076
H 0.688 -2.285 -0.795 -0.064 -0.182 0.009 0.037
H -0.913 -2.363 -2.741 0.072 0.025 0.025 0.077
H -1.762 -3.449 -4.801 0.033 0.010 -0.078 0.106
H -3.037 -5.556 -4.639 -0.028 -0.035 -0.058 0.110
H -3.496 -6.555 -2.429 -0.039 -0.085 -0.005 0.114
H -2.654 -5.458 -0.381 -0.043 -0.120 0.096 0.121
H -0.882 -3.891 2.714 -0.038 0.089 0.130 0.087
H 0.394 -5.699 3.817 -0.001 -0.010 0.136 0.112
H 1.759 -7.240 2.452 0.074 -0.097 0.059 0.110
H 1.845 -6.972 0.003 0.039 -0.077 -0.040 0.111
H 0.548 -5.196 -1.097 0.009 0.010 -0.068 0.115
```
Positions in Å, forces in eV/Å.

---

Below is a 5-piece molecular cluster, C20H43N4O17S6 overall at a distorted geometry, with properties calculated with ωB97M-V/def2-TZVPD.

Output
HOMO level ... -11.3 eV
Net charge ... +1
LUMO energy ... -4.627 eV
Spin multiplicity ... 1

The geometry in XYZ format:
```
90
Properties=species:S:1:pos:R:3:forces:R:3:lowdin_charge:R:1
C -2.486 -6.404 3.764 0.948 0.590 -0.377 -0.051
C -1.271 -5.387 3.789 -1.728 -0.908 1.543 -0.187
O -1.278 -4.715 2.495 0.330 -0.170 -0.012 -0.073
N -0.071 -4.766 1.886 0.833 0.592 0.492 0.116
C 0.819 -3.812 2.022 0.022 0.340 -0.175 -0.263
N 2.098 -3.988 1.371 -1.881 -0.536 0.342 0.180
N 0.459 -2.675 2.778 1.224 -0.561 -0.990 -0.117
C 1.356 -2.486 3.951 0.033 0.263 1.036 -0.036
C 0.434 -1.439 1.919 -0.678 -0.170 -0.600 -0.197
C -0.834 -1.500 1.005 -0.335 0.443 0.375 -0.221
C -1.245 -0.113 0.348 -0.390 -1.065 0.294 -0.422
S -0.044 1.260 0.595 0.117 0.074 -0.954 0.878
C 0.960 1.560 -0.891 0.604 1.150 -0.809 -1.053
S 1.530 3.117 -1.075 -0.738 -1.668 0.573 0.670
N 1.329 0.580 -1.882 -1.223 -0.251 1.389 -0.227
C 1.809 -0.680 -1.293 1.687 -0.137 -0.514 -0.258
C 2.761 -1.403 -2.333 -0.245 -0.393 0.213 -0.079
C 0.303 0.375 -2.923 -0.706 0.633 -1.647 -0.226
C -0.115 1.692 -3.690 0.016 -0.752 0.263 -0.082
H -2.832 -6.623 4.797 0.368 -0.011 -0.759 0.090
H -3.329 -5.937 3.198 0.690 -0.390 0.490 0.091
H -2.131 -7.314 3.231 -0.621 0.426 0.486 0.081
H -0.304 -5.888 4.012 -0.538 0.337 -0.474 0.126
H -1.474 -4.655 4.609 0.403 -0.149 -0.986 0.128
H 0.123 -5.612 1.342 -0.155 0.237 0.085 0.203
H 1.979 -3.653 0.409 0.449 0.423 0.220 0.115
H 2.250 -5.000 1.270 0.232 0.351 0.019 0.114
H 0.703 -2.257 4.827 0.479 -0.247 -0.623 0.106
H 2.039 -1.606 3.842 -0.338 -0.912 -0.199 0.103
H 1.933 -3.405 4.197 -0.321 0.646 -0.244 0.091
H 0.430 -0.591 2.640 -0.233 -0.582 -0.688 0.119
H 1.343 -1.341 1.280 -0.379 -0.044 0.670 0.094
H -0.747 -2.249 0.181 0.274 0.369 0.652 0.103
H -1.679 -1.851 1.649 0.645 0.285 -0.543 0.119
H -2.186 0.209 0.863 0.918 0.098 -0.455 0.085
H -1.527 -0.303 -0.707 0.358 0.506 0.628 0.071
H 0.999 -1.370 -0.947 0.419 0.459 -0.216 0.090
H 2.481 -0.395 -0.442 -0.822 -0.231 -0.463 0.117
H 2.191 -2.116 -2.979 0.484 0.680 0.346 0.073
H 3.305 -0.662 -2.967 -0.609 -0.493 0.509 0.093
H 3.552 -2.005 -1.813 -0.724 0.471 -0.268 0.067
H -0.639 -0.114 -2.569 0.717 0.219 0.164 0.102
H 0.721 -0.302 -3.712 -0.137 0.442 0.868 0.122
H -1.001 1.444 -4.318 0.689 0.156 0.341 0.083
H 0.729 1.998 -4.342 -0.614 0.107 0.501 0.085
H -0.437 2.505 -3.003 0.359 -0.553 -0.545 0.039
C 5.120 -3.481 3.390 -0.126 0.462 0.158 -0.195
C 5.691 -3.054 2.049 -0.183 -0.422 -0.247 -0.186
O 7.069 -2.797 2.305 -0.105 -0.073 0.637 -0.182
S 7.592 -3.794 3.470 0.425 -0.071 0.025 0.645
O 8.233 -4.912 2.857 -0.329 0.579 0.501 -0.212
O 8.212 -3.012 4.487 -0.237 -0.452 -0.654 -0.207
O 6.136 -4.275 3.997 0.276 0.031 -0.498 -0.186
H 4.932 -2.616 4.032 -0.038 0.017 -0.046 0.133
H 4.203 -4.058 3.283 0.166 -0.163 0.057 0.100
H 5.202 -2.166 1.653 0.244 0.103 0.061 0.130
H 5.626 -3.864 1.316 -0.073 0.015 0.006 0.130
C 4.815 4.998 -3.313 0.432 0.132 0.323 -0.174
C 3.974 6.131 -2.756 -0.414 -0.361 0.168 -0.179
O 4.005 7.143 -3.763 0.436 -0.294 -0.476 -0.188
S 4.100 6.441 -5.219 -0.034 0.045 -0.014 0.637
O 2.786 6.368 -5.773 0.765 0.010 0.089 -0.224
O 5.201 7.010 -5.923 -0.722 -0.179 0.275 -0.216
O 4.514 4.961 -4.709 -0.451 0.480 -0.035 -0.192
H 5.882 5.204 -3.198 -0.032 0.004 0.039 0.134
H 4.579 4.041 -2.849 -0.112 -0.020 -0.230 0.123
H 4.363 6.515 -1.816 0.053 0.201 -0.169 0.136
H 2.934 5.821 -2.620 0.046 -0.053 0.048 0.117
C -3.034 4.400 0.039 0.701 0.163 0.124 -0.163
C -3.148 5.607 -0.873 -0.428 0.243 0.416 -0.155
O -3.294 5.058 -2.188 -0.033 -0.901 0.066 -0.178
S -4.091 3.657 -2.093 0.217 0.528 0.069 0.625
O -5.471 3.896 -2.380 0.613 -0.514 0.071 -0.220
O -3.328 2.655 -2.766 -0.545 0.406 0.157 -0.229
O -3.944 3.435 -0.499 -0.331 0.205 -0.568 -0.207
H -2.028 3.973 0.007 -0.001 0.043 0.019 0.116
H -3.295 4.635 1.069 -0.198 -0.150 -0.083 0.140
H -2.273 6.252 -0.822 0.027 -0.126 -0.259 0.140
H -4.043 6.191 -0.647 0.056 0.002 0.026 0.137
C -8.308 2.070 -1.321 0.259 0.518 0.128 -0.165
C -7.102 1.306 -0.807 0.115 -0.224 -0.566 -0.174
O -7.523 0.746 0.440 -0.611 0.222 0.129 -0.196
S -9.103 0.406 0.361 -0.043 0.089 -0.183 0.635
O -9.251 -0.980 0.048 -0.114 0.684 0.291 -0.227
O -9.750 1.015 1.478 0.358 -0.530 -0.439 -0.221
O -9.436 1.263 -0.969 0.322 -0.599 0.411 -0.185
H -8.407 3.035 -0.820 0.048 -0.014 -0.041 0.137
H -8.271 2.223 -2.398 -0.175 -0.150 0.043 0.138
H -6.234 1.946 -0.666 -0.108 -0.028 0.257 0.106
H -6.841 0.482 -1.477 -0.001 0.068 -0.045 0.137
```
Positions in Å, forces in eV/Å.

---

Below is C3H4AgLiO4 as an isolated structure at a distorted geometry, with properties calculated with ωB97M-V/def2-TZVPD.

Output
HOMO level (spin up / spin down) ... -21.9 / -21.8 eV
Net charge ... +3
LUMO energy (spin up / spin down) ... -14.881 / -17.966 eV
Spin multiplicity ... 2

The geometry in XYZ format:
```
13
Properties=species:S:1:pos:R:3:forces:R:3:lowdin_charge:R:1
O 0.455 0.698 0.346 -7.295 0.636 0.557 0.259
C 1.555 -0.065 -0.012 5.853 -0.807 -4.066 -0.622
C -0.787 0.358 0.067 5.138 -0.291 0.277 -0.180
O 2.483 0.648 -0.433 -3.509 -3.808 1.139 -0.037
O 1.428 -1.282 -0.060 -1.067 0.432 1.151 0.042
C -1.792 -0.050 0.891 -0.492 2.608 4.134 0.358
Ag 3.610 2.185 -0.293 2.585 3.247 0.191 0.976
H -2.764 0.434 0.783 -0.872 -0.752 -0.482 0.183
H -1.502 -0.102 1.943 -0.237 -0.793 0.171 0.175
Li 1.944 -2.883 0.687 0.376 -0.548 -0.014 0.916
O -1.112 -0.062 -1.229 -3.521 -1.389 0.483 0.313
H -1.399 0.679 -1.810 0.243 0.544 -1.114 0.254
H -2.118 -0.559 -0.880 2.799 0.922 -2.426 0.362
```
Positions in Å, forces in eV/Å.

---

Question: What is the spin multiplicity in the third record?
Answer: 1

---

Question: Which of these has the highest spin multiplicity?
Answer: C49H39AsN3NiO2SSe